Computed, not measured: a 7-piece molecular cluster, C53H60F9N8O overall at a distorted geometry, with ωB97M-V/def2-TZVPD.

Charge = +1
Maximum force = 2.1 eV Å⁻¹
Electronic energy = -94351.2225 eV
HOMO = -10.9 eV

The geometry in XYZ format:
```
131
C53H60F9N8O, DFT ωB97M-V/def2-TZVPD
C -0.2176 -3.1800 -6.0990
C -2.6964 1.2780 -5.3045
H -6.2881 3.2485 -2.5277
C -6.7918 -8.0800 0.2507
C -4.0773 1.2629 -1.1806
H 1.4351 -0.6789 2.2547
C -3.2506 1.1235 -0.1164
C 3.2136 -2.3362 -3.1473
H 3.9843 5.4426 9.7320
H -1.4958 -7.9634 -1.6558
N 0.5908 2.0139 3.4096
C 0.4727 -0.1750 2.2267
C -1.4023 2.7393 -4.1431
H -2.0640 2.6873 2.5611
H 1.6803 2.4332 7.7335
H -0.9351 -1.3225 -0.7349
C -1.4026 -4.8294 -7.3404
H 2.3576 -1.8045 -2.7423
O 0.0098 3.3687 0.9561
C -1.5896 -5.5177 -6.1528
H 6.2670 -4.0195 -4.6306
H -0.2652 2.4799 -7.3048
C -2.2984 -4.6900 -1.6299
H -0.2410 1.6553 3.8816
H 0.8453 -4.4519 -0.9106
H -2.1291 -6.4546 -6.1273
C 5.3843 -3.5696 -4.1978
F 2.9193 3.5568 3.4032
H 4.4794 -5.4248 -3.6008
H 5.9794 -1.5458 -4.6325
H -1.4740 -0.9661 1.5612
H -7.3484 -8.9952 0.1044
N -0.3890 -3.8267 -4.9473
H -4.8159 -4.8550 0.5543
H -7.0005 -8.0519 2.3884
C 2.4811 2.8618 10.9786
H -2.0990 0.9963 2.1338
C -3.2919 3.4280 0.2321
N 3.2075 3.9762 10.9311
C -4.1175 3.5641 -0.8340
H 4.8206 0.1656 0.3103
H -1.7961 -5.2188 -8.2707
C 1.8683 5.6091 4.1205
H -4.3911 0.3909 -1.7349
H -4.4676 4.5364 -1.1526
C -0.8737 2.3189 -6.4242
C -6.2529 -7.4030 -0.8324
H -2.9082 0.1346 0.1555
C 0.6364 1.3680 2.0515
H -1.2157 3.2355 -3.1952
H 6.4462 1.8724 0.0470
H 1.3324 1.3584 9.9601
C -5.4006 2.6718 -2.7711
C -1.8728 1.9867 1.7460
N -2.4417 1.9053 -4.1561
C 4.2026 6.6680 3.5334
C -1.9481 1.4458 -6.4594
C 1.9122 2.2659 9.8625
H -1.0106 4.4854 2.2952
C -5.8769 -6.3772 1.6465
C 0.5216 3.5121 3.4221
H 3.8595 2.5126 0.3176
H 0.0360 -0.3568 3.2185
H 0.7119 -6.9316 -1.1031
F 4.8884 6.9994 2.4234
H -1.1895 -5.4763 -4.0373
H 3.0365 4.5267 7.6180
F 0.6326 6.1089 4.1837
H 4.4384 0.1294 -1.4454
H -5.6078 1.7319 -3.2688
H -0.5347 -3.0656 -8.2210
H 2.6339 1.4361 2.1912
C -5.3835 -5.7783 0.4983
N -1.1310 -4.1245 -1.3289
C -0.4516 -0.8364 1.2341
H -6.3793 -7.7819 -1.8409
C -0.1676 -6.3208 -1.2558
C -6.5971 -7.5534 1.5164
H 5.6687 2.5019 -1.3671
C 5.2231 -2.1921 -4.2009
F 2.7929 5.7251 1.8816
C -0.5926 2.9828 -5.2416
C -1.0665 -4.9743 -4.9893
C 1.8331 4.0557 3.9963
H 6.6722 1.0266 -1.5119
C 3.5430 1.7323 -0.3746
N 4.1604 -1.5719 -3.6900
C 3.3869 4.5376 9.7379
C -0.0940 -4.9409 -1.1509
H 2.6309 -0.0017 0.4443
H -0.2035 3.7713 4.1859
C -1.3939 -6.8895 -1.5637
H -2.9915 4.3240 0.7614
C 4.3901 -4.3462 -3.6255
F 2.4381 5.8943 5.3165
C 2.8603 4.0268 8.5606
H 2.4800 -4.2863 -2.6310
C 0.0177 4.1721 2.1073
C 4.7060 0.7580 -0.5972
F 4.2459 7.6972 4.3614
H -0.4606 1.5838 0.2122
H -3.4579 -6.4554 -2.0053
C -4.5166 2.4981 -1.5740
C -0.7027 -3.6340 -7.3164
C -0.1557 -1.2236 0.0039
H -3.5487 0.6067 -5.2908
F 1.8613 3.5594 5.2762
C -0.4406 2.0461 1.1878
H -3.1254 -4.0036 -1.7789
F 2.1513 7.5473 2.8542
H -2.2029 0.9070 -7.3615
H 0.5512 5.0784 1.8502
C -2.8367 2.1962 0.6062
C 2.7414 6.3579 3.0645
H 0.8450 -1.4191 -0.3554
N -5.5587 -6.2701 -0.7275
C 5.9766 1.5762 -0.8883
H -5.7011 -5.9328 2.6164
H 3.2402 2.2302 -1.2923
H 0.3391 -2.2506 -6.0351
C 2.1084 2.8657 8.6299
C 2.3054 1.0192 0.2525
C -2.4847 -6.0588 -1.7588
H 2.3517 2.4297 11.9646
H 0.2360 3.6739 -5.1707
N 1.9461 1.7136 1.4931
F 4.7822 5.5832 4.0505
H -4.8297 3.2668 -3.4842
C 3.2799 -3.7181 -3.0850
H 1.3754 1.6421 3.9555
H 1.5174 1.0532 -0.4895
```